C4H11CsNO | wB97M-V/def2-TZVPD

The calculation puts the largest force on an atom at 0.01643 hartree/bohr. As for the charge: +1. The calculation puts the frontier orbital gap at 9.4 eV. As for the lowest unoccupied orbital energy: -3.583 eV. The calculation puts the energy relative to the best compared isomer or geometry (same formula, charge and spin) at 9.3 kcal/mol. The value obtained for the HOMO energy is -12.97 eV.

Each line ends with the Löwdin charge.
Atoms and positions in Å:
Cs: 1.75938 1.92370 -2.71867  0.995
C: 1.74144 -0.11433 0.38792  -0.065
C: 0.55229 -0.85531 -0.20458  -0.438
C: -0.71634 -0.03106 -0.13619  -0.235
O: -1.09217 0.08113 1.20695  -0.171
C: -2.07350 1.06487 1.42217  -0.092
N: 0.85464 -1.25217 -1.60190  0.007
H: 2.01939 0.74464 -0.23369  -0.024
H: 2.61663 -0.74860 0.51427  0.089
H: 1.45588 0.29799 1.35637  0.092
H: 0.42287 -1.76636 0.38923  0.151
H: -1.50414 -0.54179 -0.71416  0.137
H: -0.57909 0.97405 -0.57934  0.106
H: -2.96182 0.92245 0.79403  0.096
H: -1.65391 2.05938 1.24050  0.091
H: -2.41797 0.97733 2.44947  0.097
H: 1.53214 -2.01132 -1.56859  0.084
H: 0.04427 -1.72460 -2.00379  0.080

C10H18N3 | wB97M-V/def2-TZVPD

The calculation puts the largest force on an atom at 0.07537 hartree/bohr. As for the charge: +1. The calculation puts the frontier orbital gap at 9.3 eV. As for the lowest unoccupied orbital energy: -2.943 eV. The calculation puts the energy relative to the best compared isomer or geometry (same formula, charge and spin) at 35.1 kcal/mol. The value obtained for the HOMO energy is -12.20 eV.

Each line ends with the Löwdin charge.
Atoms and positions in Å:
C: -0.30106 -2.08150 -1.33040  -0.233
C: -1.32267 -3.19907 -1.71836  -0.074
C: -0.96321 -1.19853 -0.30787  -0.283
C: -1.69989 -0.06239 -0.68284  -0.064
C: -0.97584 -1.59958 1.01919  -0.033
C: -2.20431 0.80629 0.28748  -0.099
C: -1.50218 -0.72965 1.97405  -0.069
C: -2.10043 0.46834 1.62859  -0.097
H: 0.54773 -2.66428 -0.96092  0.104
H: 0.02394 -1.65412 -2.27127  0.105
H: -1.95955 -3.39692 -0.84147  0.082
H: -1.66699 0.20846 -1.73852  0.123
H: -0.50721 -2.50926 1.35162  0.121
H: -2.66745 1.69874 -0.11106  0.107
H: -1.37285 -0.98885 3.03096  0.116
H: -2.48985 1.10004 2.40942  0.104
H: -0.86756 -4.05106 -2.20455  0.074
H: -2.09516 -2.80801 -2.39038  0.078
C: 2.23135 -0.10940 -1.03908  -0.062
C: 1.87527 1.94761 0.18958  -0.408
N: 1.38552 0.82622 -0.35673  0.059
N: 3.19234 2.01552 0.39697  0.214
N: 1.00729 2.82570 0.68328  0.206
H: 0.45593 0.98062 -0.73196  0.127
H: 3.73444 1.16899 0.46591  0.120
H: 3.55837 2.73026 1.00488  0.134
H: 0.04655 2.66241 0.95396  0.121
H: 1.10647 3.82522 0.79236  0.136
H: 2.86836 -0.65987 -0.28980  0.121
H: 2.71134 0.10715 -1.99384  0.114
H: 1.69737 -1.07278 -1.10210  0.054

C54H124Cl6O24 | wB97M-V/def2-TZVPD

The calculation puts the largest force on an atom at 0.05156 hartree/bohr. As for the SMILES: COCCOCCOC.COCCOCCOC.COCCOCCOC.COCCOCCOC.COCCOCCOC.COCCOCCOC.COCCOCCOC.COCCOCCOC.ClCCCl.ClCCCl.ClCCCl. The calculation puts the frontier orbital gap at 9.7 eV. As for the lowest unoccupied orbital energy: 0.335 eV. The value obtained for the HOMO energy is -9.35 eV.

Each line ends with the Löwdin charge.
Atoms and positions in Å:
Cl: 10.41606 15.26888 25.20713  0.521
C: 10.42628 13.46230 25.01712  -0.627
C: 11.29472 13.00130 23.91221  -0.608
Cl: 10.71390 13.67832 22.33148  0.546
H: 9.36277 13.24412 24.91999  0.068
H: 10.72550 13.08822 25.99622  0.075
H: 11.28694 11.92300 23.75301  0.072
H: 12.35066 13.25524 24.00497  0.067
Cl: 12.34338 10.31662 20.71071  0.516
C: 12.67792 11.35538 19.25235  -0.601
C: 14.15672 11.77164 19.28647  -0.667
Cl: 14.59660 12.61276 17.82634  0.678
H: 12.04512 12.23872 19.33831  0.057
H: 12.31316 10.86852 18.34790  0.046
H: 14.85374 10.93872 19.37862  0.067
H: 14.40500 12.40862 20.13542  0.043
Cl: 18.87690 19.55957 15.36203  0.531
C: 17.84672 20.94596 15.91006  -0.615
C: 16.51922 20.98628 15.20382  -0.689
Cl: 16.63612 21.37550 13.49678  0.585
H: 18.42902 21.86222 15.81268  0.071
H: 17.70108 20.89398 16.98903  0.053
H: 15.78614 21.66810 15.63491  0.065
H: 16.03070 20.01240 15.23551  0.036
C: 16.62344 17.43654 22.54061  -0.052
O: 17.41815 18.46408 23.23422  -0.203
C: 17.01942 18.74190 24.58812  -0.167
C: 17.82150 19.97396 25.15322  -0.127
O: 19.20935 19.69387 25.55070  -0.124
C: 20.04258 20.80926 25.58459  -0.215
C: 19.53605 22.02778 26.28014  -0.251
O: 19.12860 21.97010 27.62284  -0.170
C: 18.22688 23.08224 28.01693  -0.064
H: 16.51986 16.60402 23.23652  0.072
H: 17.15800 17.12206 21.64426  0.082
H: 15.69002 17.91522 22.24444  0.080
H: 17.21107 17.90514 25.25983  0.097
H: 15.96732 19.00540 24.69651  0.113
H: 17.35059 20.38718 26.04518  0.117
H: 17.77216 20.81238 24.45844  0.105
H: 20.34142 21.06620 24.56833  0.116
H: 20.96326 20.41632 26.01589  0.128
H: 18.80852 22.55122 25.65981  0.110
H: 20.36942 22.72904 26.32281  0.128
H: 17.36686 23.16844 27.35282  0.073
H: 18.70053 24.05852 27.91370  0.080
H: 17.77871 22.95092 29.00181  0.083
C: 14.20560 14.67380 21.77698  -0.066
O: 14.08328 14.94392 20.34136  -0.191
C: 12.91196 15.68124 20.12116  -0.220
C: 12.81606 16.01776 18.59454  -0.140
O: 13.84664 16.92371 18.10515  -0.136
C: 13.71068 18.31546 18.50354  -0.153
C: 14.83458 19.11226 17.81909  -0.174
O: 16.16862 18.76456 18.20195  -0.193
C: 16.71263 17.45932 17.96440  -0.072
H: 15.16164 14.17368 21.93181  0.083
H: 13.46790 13.98704 22.19204  0.043
H: 14.19140 15.60886 22.33696  0.068
H: 13.00562 16.58798 20.71878  0.096
H: 11.94510 15.26942 20.41041  0.080
H: 11.77910 16.30862 18.42648  0.111
H: 12.96448 15.11184 18.00683  0.078
H: 13.69812 18.44700 19.58550  0.119
H: 12.80808 18.82344 18.16390  0.102
H: 14.55922 20.13149 18.09011  0.118
H: 14.76678 19.09352 16.73137  0.090
H: 16.31534 16.79386 18.73084  0.052
H: 17.77589 17.49219 18.20211  0.094
H: 16.43302 17.03882 16.99844  0.080
C: 23.98478 20.51285 24.14643  -0.074
O: 23.19012 21.67392 23.84877  -0.209
C: 23.66414 22.44998 22.77218  -0.216
C: 22.57962 23.45912 22.36095  -0.184
O: 21.43890 22.69050 21.99651  -0.127
C: 20.25622 23.47940 22.06192  -0.162
C: 19.03128 22.47668 21.95484  -0.198
O: 18.79950 22.09418 20.62435  -0.167
C: 17.60122 21.34764 20.46388  -0.094
H: 23.57124 19.95808 24.98864  0.084
H: 24.98882 20.83670 24.42054  0.080
H: 24.03414 19.95543 23.21105  0.088
H: 23.87178 21.84440 21.89000  0.122
H: 24.56906 22.94302 23.12731  0.124
H: 22.83514 24.10508 21.52099  0.129
H: 22.47072 24.01572 23.29178  0.121
H: 20.17692 24.27060 21.31641  0.123
H: 20.13000 23.99922 23.01163  0.111
H: 18.15666 23.02572 22.30370  0.112
H: 19.10096 21.64036 22.65039  0.105
H: 17.54140 20.38752 20.97644  0.082
H: 17.53424 21.12998 19.39793  0.068
H: 16.70812 21.90052 20.75505  0.084
C: 9.11668 24.32464 19.99720  -0.096
O: 9.36096 22.96026 20.32456  -0.192
C: 10.34370 22.23882 19.54264  -0.176
C: 10.71102 20.85120 20.08485  -0.170
O: 9.53413 20.03652 20.31153  -0.124
C: 9.82966 18.60941 20.70405  -0.115
C: 10.28828 18.44372 22.11638  -0.233
O: 11.61010 18.80952 22.26326  -0.182
C: 12.26618 18.08460 23.24347  -0.114
H: 8.90986 24.41078 18.93047  0.088
H: 10.04958 24.85162 20.19741  0.065
H: 8.32961 24.79346 20.58782  0.087
H: 11.18600 22.91184 19.70279  0.105
H: 10.18688 22.20330 18.46457  0.110
H: 11.42468 20.97946 20.89869  0.119
H: 11.30200 20.37580 19.30200  0.097
H: 10.57426 18.25786 19.98986  0.107
H: 8.96120 17.97066 20.54327  0.124
H: 10.16449 17.39690 22.39377  0.114
H: 9.71026 19.02826 22.83214  0.142
H: 13.01390 18.70566 23.73671  0.091
H: 12.68118 17.15734 22.84843  0.063
H: 11.58704 17.77375 24.03735  0.059
C: 18.07224 12.73048 26.02799  -0.128
O: 17.38596 13.95634 25.93398  -0.178
C: 18.25584 15.07684 25.63915  -0.157
C: 18.85735 15.09406 24.22350  -0.179
O: 19.80272 14.05090 23.96498  -0.156
C: 20.39168 13.90050 22.65353  -0.123
C: 19.39728 13.58484 21.42240  -0.189
O: 18.46646 14.63644 21.17850  -0.225
C: 17.51810 14.40870 20.05709  -0.045
H: 17.34400 11.96630 26.29961  0.082
H: 18.80181 12.68124 26.83634  0.086
H: 18.55530 12.42488 25.09990  0.077
H: 19.01785 15.22858 26.40364  0.129
H: 17.56314 15.91842 25.63951  0.096
H: 19.15974 16.12761 24.05488  0.128
H: 18.08438 14.94084 23.47041  0.098
H: 21.05844 13.04460 22.75810  0.117
H: 20.98250 14.74928 22.30913  0.116
H: 18.93136 12.60598 21.53575  0.111
H: 19.98622 13.41868 20.52038  0.111
H: 18.07771 14.31560 19.12635  0.081
H: 16.79548 15.21248 19.91609  0.054
H: 17.02854 13.45872 20.27155  0.076
C: 12.67322 25.00652 18.22342  -0.108
O: 12.12850 23.85876 17.63084  -0.209
C: 12.97062 23.19070 16.66130  -0.172
C: 12.28544 21.99396 16.08328  -0.221
O: 13.12390 21.16174 15.32152  -0.157
C: 12.53720 20.03306 14.67029  -0.154
C: 13.51188 19.16070 13.84846  -0.175
O: 14.18478 18.21172 14.68502  -0.214
C: 15.04218 17.45988 13.86176  -0.104
H: 13.56954 24.73462 18.78089  0.093
H: 11.89802 25.24706 18.95098  0.067
H: 12.77426 25.91584 17.63095  0.091
H: 13.75242 22.76116 17.28773  0.122
H: 13.34050 23.75636 15.80613  0.136
H: 11.42306 22.30612 15.49423  0.132
H: 11.86100 21.49388 16.95384  0.110
H: 11.79186 20.52788 14.04759  0.127
H: 12.07898 19.44750 15.46732  0.123
H: 14.12898 19.86284 13.28785  0.106
H: 12.88688 18.53949 13.20693  0.113
H: 15.69056 18.10834 13.27251  0.089
H: 14.54664 16.72290 13.22979  0.095
H: 15.81386 16.94186 14.43120  0.070
C: 22.46062 14.28636 12.40704  -0.089
O: 22.17078 13.83118 11.08715  -0.188
C: 20.83501 13.66842 10.74656  -0.218
C: 20.15754 12.53230 11.53288  -0.166
O: 19.67397 13.14626 12.74659  -0.169
C: 18.97305 12.16738 13.54441  -0.160
C: 18.44498 12.77386 14.88509  -0.124
O: 17.70650 14.04766 14.70589  -0.191
C: 16.61231 14.18566 15.55305  -0.167
H: 22.39674 13.53840 13.19734  0.084
H: 21.87296 15.18720 12.58374  0.093
H: 23.50014 14.60568 12.33251  0.085
H: 20.78671 13.52386 9.66727  0.119
H: 20.31022 14.62374 10.73870  0.126
H: 20.86212 11.79132 11.91055  0.123
H: 19.40912 12.01358 10.93380  0.120
H: 19.61891 11.31204 13.74287  0.119
H: 18.14112 11.87032 12.90588  0.121
H: 19.16631 13.13056 15.62031  0.122
H: 17.80530 12.02794 15.35680  0.113
H: 15.85912 13.45998 15.24615  0.071
H: 16.13286 15.13074 15.29800  0.058
H: 16.79554 14.12660 16.62592  0.060
C: 10.14026 17.06292 13.65053  -0.079
O: 10.85758 15.83406 13.85498  -0.155
C: 11.73350 15.79062 14.94796  -0.237
C: 12.56302 14.60116 14.85138  -0.175
O: 11.86262 13.36432 15.02088  -0.098
C: 11.27210 13.11900 16.25038  -0.213
C: 10.72424 11.67084 16.26584  -0.201
O: 11.73464 10.69540 16.19841  -0.218
C: 11.15484 9.39380 16.01669  -0.083
H: 10.75158 17.95516 13.51529  0.062
H: 9.41257 17.24458 14.44145  0.085
H: 9.51134 16.99664 12.76273  0.087
H: 11.10186 15.90122 15.82939  0.122
H: 12.40058 16.65104 15.00059  0.113
H: 13.39690 14.73872 15.53972  0.112
H: 13.10942 14.53498 13.91054  0.138
H: 10.44586 13.81410 16.39951  0.122
H: 11.90790 13.32490 17.11147  0.075
H: 10.20176 11.55972 15.31570  0.122
H: 10.06212 11.50318 17.11532  0.126
H: 11.93818 8.63862 15.95218  0.089
H: 10.58136 9.48661 15.09439  0.088
H: 10.54986 9.06190 16.86045  0.086